No. 1
Formula: C57H61Ge2N6O2RbS2Si
Source: OMol25
Level of theory: wB97M-V/def2-TZVPD

Each line ends with the Löwdin charge.
CARTESIAN COORDINATES (ANGSTROEM)
1 Rb 0.4335 1.1997 -0.2702  0.41
2 S 3.6339 1.1563 -1.0888  0.56
3 C 4.4183 2.4694 -1.7988  -0.86
4 C 5.8448 2.3719 -1.9533  -0.31
5 N 6.9867 2.2840 -2.0730  0.14
6 C 3.7673 3.5757 -2.3667  -0.86
7 S 2.1058 3.7755 -2.3118  0.67
8 C 4.5332 4.5372 -3.1142  -0.32
9 N 5.1272 5.3140 -3.7226  0.14
10 C 3.0693 -0.6698 6.0788  -0.12
11 C 1.8703 -0.2628 6.6544  -0.12
12 C 0.9357 0.4332 5.8996  -0.14
13 C 1.1692 0.7634 4.5577  -0.34
14 C 2.3818 0.3533 4.0069  -0.15
15 C 3.3204 -0.3622 4.7487  -0.11
16 Ge -0.2239 1.6824 3.3835  0.95
17 C -0.9009 3.0362 4.7072  -0.37
18 C -0.1589 3.5611 5.7657  -0.13
19 C -0.6681 4.5655 6.5850  -0.12
20 C -1.9416 5.0705 6.3626  -0.13
21 C -2.6959 4.5668 5.3086  -0.11
22 C -2.1755 3.5697 4.4942  -0.14
23 C -1.6928 0.2949 3.6791  -0.33
24 C -2.5053 0.1966 4.8081  -0.13
25 C -3.4604 -0.8088 4.9412  -0.11
26 C -3.6374 -1.7409 3.9267  -0.12
27 C -2.8578 -1.6498 2.7792  -0.10
28 C -1.9021 -0.6473 2.6648  -0.14
29 H 3.7974 -1.2258 6.6584  0.09
30 H 1.6575 -0.5017 7.6914  0.09
31 H 0.0009 0.7173 6.3684  0.09
32 H 2.5990 0.5845 2.9671  0.08
33 H 4.2490 -0.6754 4.2842  0.10
34 H 0.8383 3.1760 5.9621  0.09
35 H -0.0646 4.9501 7.4007  0.09
36 H -2.3422 5.8503 7.0004  0.08
37 H -3.6908 4.9542 5.1171  0.09
38 H -2.7783 3.1937 3.6738  0.09
39 H -2.4040 0.9267 5.6057  0.09
40 H -4.0709 -0.8563 5.8375  0.09
41 H -4.3888 -2.5177 4.0209  0.09
42 H -3.0059 -2.3429 1.9575  0.09
43 H -1.3235 -0.6065 1.7509  0.05
44 C -4.8979 -0.4772 -2.0584  -0.02
45 C -3.7071 -1.1760 -1.4917  -0.34
46 C -3.4699 -2.5111 -1.2236  -0.02
47 C -2.1491 -2.5495 -0.7394  -0.38
48 N -1.6226 -1.3241 -0.7161  0.07
49 N -2.5854 -0.5157 -1.1904  0.02
50 C -1.3769 -3.7308 -0.2559  -0.03
51 H -5.8245 -0.9366 -1.7143  0.07
52 H -4.8935 -0.5112 -3.1520  0.07
53 H -4.8961 0.5730 -1.7610  0.06
54 H -4.1598 -3.3320 -1.3422  0.10
55 H -2.3760 0.5556 -1.3244  0.03
56 H -1.9037 -4.2665 0.5374  0.07
57 H -0.4203 -3.3883 0.1337  0.04
58 H -1.1815 -4.4402 -1.0631  0.07
59 C -1.4390 4.3258 0.0120  -0.17
60 Si -2.6642 3.1800 -0.8463  0.20
61 C -3.5875 4.2348 -2.1150  -0.18
62 C -3.9322 2.6620 0.4606  -0.16
63 O -1.9698 1.9098 -1.5465  -0.50
64 H -1.9374 5.1916 0.4567  0.03
65 H -0.6864 4.7016 -0.6897  0.02
66 H -0.9280 3.8119 0.8308  -0.01
67 H -4.0957 5.0871 -1.6544  0.02
68 H -4.3390 3.6352 -2.6369  0.02
69 H -2.8871 4.6264 -2.8594  0.01
70 H -4.4012 3.5279 0.9382  0.02
71 H -3.4321 2.0804 1.2408  0.02
72 H -4.7288 2.0435 0.0345  0.01
73 C 0.0443 -2.7395 4.7773  -0.04
74 C -0.1062 -3.7759 3.6669  -0.19
75 N 1.0681 -4.6543 3.5682  -0.04
76 C 1.1676 -5.6875 4.5987  -0.21
77 C 0.4521 -6.9820 4.2150  -0.08
78 C 1.9396 -4.7705 2.5300  -0.40
79 O 2.7340 -5.7089 2.4716  0.03
80 C 1.9394 -3.7567 1.4338  -0.12
81 C 2.2056 -4.1757 0.1383  -0.02
82 C 2.2178 -3.2457 -0.8744  -0.04
83 C 1.9831 -1.9121 -0.5563  -0.17
84 N 1.7804 -1.4840 0.6881  0.07
85 C 1.7667 -2.3940 1.6593  -0.08
86 H -0.8655 -2.1411 4.8608  0.06
87 H 0.8670 -2.0571 4.5912  0.05
88 H 0.2223 -3.2176 5.7408  0.07
89 H -0.2845 -3.2882 2.7052  0.10
90 H -0.9881 -4.3908 3.8593  0.12
91 H 0.7525 -5.2797 5.5182  0.10
92 H 2.2269 -5.8962 4.7660  0.12
93 H -0.6066 -6.7980 4.0115  0.07
94 H 0.5201 -7.7247 5.0142  0.07
95 H 0.9135 -7.3937 3.3236  0.06
96 H 2.3862 -5.2269 -0.0472  0.12
97 H 2.3914 -3.5319 -1.9037  0.10
98 H 1.9839 -1.1681 -1.3464  0.05
99 H 1.6364 -2.0030 2.6556  0.10
100 C -0.4502 2.8852 -4.2855  -0.24
101 Ge 1.0257 1.6190 -4.0087  1.01
102 C 0.3331 -0.2002 -4.1639  -0.31
103 C 1.1930 -1.2553 -4.4756  -0.11
104 C 0.7049 -2.5436 -4.6347  -0.09
105 C -0.6552 -2.7943 -4.4818  -0.08
106 C -1.5166 -1.7540 -4.1656  -0.08
107 C -1.0271 -0.4663 -3.9953  -0.10
108 C 2.4410 1.7913 -5.3880  -0.23
109 C 3.7287 2.0572 -5.0149  -0.10
110 C 4.7599 2.2394 -5.9675  -0.05
111 C 4.4955 2.1384 -7.2982  -0.04
112 C 3.1850 1.8249 -7.7458  -0.17
113 C 2.8838 1.6843 -9.1222  -0.05
114 C 1.6249 1.3605 -9.5404  -0.11
115 C 0.6025 1.1529 -8.5937  -0.09
116 C 0.8636 1.2895 -7.2595  -0.04
117 C 2.1551 1.6421 -6.7866  -0.16
118 H -0.9129 2.6908 -5.2571  0.02
119 H -0.0617 3.9020 -4.2752  0.01
120 H -1.1853 2.7524 -3.4907  -0.02
121 H 2.2531 -1.0596 -4.6077  0.11
122 H 1.3832 -3.3531 -4.8782  0.10
123 H -1.0405 -3.8001 -4.5946  0.10
124 H -2.5727 -1.9537 -4.0191  0.10
125 H -1.7004 0.3364 -3.7103  0.09
126 H 3.9737 2.1318 -3.9613  0.05
127 H 5.7592 2.4732 -5.6161  0.11
128 H 5.2762 2.2851 -8.0365  0.11
129 H 3.6812 1.8363 -9.8417  0.10
130 H 1.4099 1.2534 -10.5967  0.09
131 H -0.3920 0.8807 -8.9247  0.10
132 H 0.0761 1.1077 -6.5400  0.08

Values from the calculation:
HOMO: -2.24 eV
Charge: -2
Relative energy (zero: lowest compared OMol25 entry of this formula, charge and spin): 1.1008 eV
HOMO-LUMO gap: 5.17 eV
2S+1: 1

=====

No. 2
Formula: C12H24O13RbS
Source: OMol25
Level of theory: wB97M-V/def2-TZVPD

Each line ends with the natural charge from an NBO analysis.
CARTESIAN COORDINATES (ANGSTROEM)
1 Rb 2.1947 -1.4150 -0.7573  0.66
2 S 5.0575 0.3333 -5.7301  2.61
3 O 3.9359 -0.5619 -5.5825  -1.11
4 O 5.6301 0.6840 -4.4171  -1.10
5 O 6.0817 -0.1448 -6.6253  -1.02
6 O 4.7368 1.4619 -6.5146  -1.03
7 C 6.1857 4.1787 7.4052  -0.62
8 C 5.6460 3.3653 6.2160  -0.06
9 O 5.4669 2.0155 6.6740  -0.51
10 C 4.9740 1.0948 5.7826  0.99
11 O 4.6709 1.2703 4.5916  -0.63
12 O 4.8885 -0.0984 6.4442  -0.51
13 C 5.0158 -1.3111 5.7881  -0.26
14 H 7.0634 3.6612 7.7924  0.22
15 H 5.4649 4.3536 8.2039  0.22
16 H 6.4741 5.1003 6.8997  0.22
17 H 6.3364 3.3698 5.3725  0.19
18 H 4.6700 3.6971 5.8619  0.19
19 H 4.6040 -2.2346 6.1951  0.20
20 H 6.0925 -1.4812 5.7917  0.18
21 H 4.7136 -1.2557 4.7423  0.20
22 C -4.0565 -8.2290 2.9049  -0.62
23 C -3.0053 -7.0789 3.0600  -0.07
24 O -3.4859 -5.8409 3.5500  -0.50
25 C -2.6598 -4.8569 3.7659  1.00
26 O -1.5559 -4.7884 3.2182  -0.64
27 O -3.1510 -4.1053 4.8059  -0.53
28 C -2.2928 -3.2460 5.6356  -0.25
29 H -4.7288 -8.2872 3.7609  0.22
30 H -3.5878 -9.1789 2.6474  0.22
31 H -4.6344 -7.9498 2.0239  0.20
32 H -2.4528 -6.9360 2.1313  0.20
33 H -2.4356 -7.6561 3.7882  0.18
34 H -1.7701 -2.5112 5.0232  0.20
35 H -1.6535 -3.9075 6.2202  0.19
36 H -2.9356 -2.7729 6.3779  0.20
37 C -5.4112 5.1958 -9.8561  -0.64
38 C -6.1575 4.1842 -8.9421  -0.07
39 O -5.3220 4.1404 -7.7567  -0.51
40 C -4.1398 3.5952 -7.7460  0.98
41 O -3.6571 2.9780 -8.6748  -0.67
42 O -3.5810 3.8477 -6.6263  -0.49
43 C -2.3114 3.3311 -6.3114  -0.27
44 H -5.0361 6.0427 -9.2815  0.21
45 H -6.0532 5.5968 -10.6404  0.20
46 H -4.5385 4.7596 -10.3421  0.23
47 H -6.2691 3.2257 -9.4489  0.20
48 H -7.1326 4.6242 -8.7333  0.19
49 H -1.8850 2.7871 -7.1542  0.23
50 H -2.3196 2.7472 -5.3911  0.19
51 H -1.6835 4.2060 -6.1428  0.19

Values from the calculation:
HOMO: -1.29 eV
Charge: -1
Relative energy (zero: lowest compared OMol25 entry of this formula, charge and spin): 7.2195 eV
HOMO-LUMO gap: 1.80 eV
2S+1: 1

=====

No. 3
Formula: C5H9NO
Source: OMol25
Level of theory: wB97M-V/def2-TZVPD

Each line ends with the natural charge from an NBO analysis.
CARTESIAN COORDINATES (ANGSTROEM)
1 C -3.7856 -0.3673 -0.0985  0.07
2 C 0.6793 -1.8426 -0.0981  -0.62
3 C 1.3157 -0.4289 -0.0684  -0.39
4 C 0.9884 2.1213 -0.0210  -0.61
5 C 0.3581 0.7277 0.2090  0.18
6 N -4.5936 -0.6621 -0.8394  -0.32
7 O -0.6712 0.4648 0.8165  -0.26
8 H 1.4458 -2.6915 -0.3095  0.22
9 H 0.2450 -2.1799 0.7939  0.22
10 H -0.2365 -1.7985 -0.6758  0.22
11 H 1.8630 -0.1361 -0.8713  0.21
12 H 2.0677 -0.3474 0.7645  0.19
13 H -3.0437 -0.0765 0.5865  0.24
14 H 1.7376 2.2956 0.6737  0.20
15 H 1.3984 2.0349 -1.0575  0.23
16 H 0.2316 2.8864 0.1955  0.23

Values from the calculation:
HOMO (alpha / beta): -6.00 / -12.00 eV
Expectation value of S²: 2.006
Relative energy (zero: lowest compared OMol25 entry of this formula, charge and spin): 0.6574 eV
HOMO-LUMO gap (alpha / beta): 6.84 / 9.44 eV
2S+1: 3

=====

No. 4
Formula: C4H6FNOS
Source: OMol25
Level of theory: wB97M-V/def2-TZVPD

Each line ends with the natural charge from an NBO analysis.
CARTESIAN COORDINATES (ANGSTROEM)
1 O 2.9027 -0.0808 -0.5531  -0.56
2 C 1.8143 0.1387 0.0275  0.65
3 C 0.7337 -0.8682 0.2727  -0.51
4 C -0.5696 -0.0254 -0.2675  -0.40
5 C -1.8912 -0.2424 0.2830  0.02
6 F -2.8390 0.4623 -0.5220  -0.38
7 S -0.1883 1.7101 0.0280  0.40
8 N 1.4956 1.5114 0.2896  -0.76
9 H 0.9494 -1.8420 -0.1334  0.26
10 H 0.5015 -1.0998 1.3760  0.25
11 H -0.7051 -0.3239 -1.3172  0.23
12 H -2.1564 0.0372 1.3561  0.20
13 H -2.0373 -1.3340 -0.0492  0.17
14 H 1.9898 1.9570 -0.7905  0.41

Values from the calculation:
HOMO: -8.88 eV
SMILES string: O=C1C[C@@H](CF)SN1
Relative energy (zero: lowest compared OMol25 entry of this formula, charge and spin): 2.6191 eV
HOMO-LUMO gap: 9.13 eV
2S+1: 1

=====

No. 5
Formula: C3H8OS3
Source: OMol25
Level of theory: wB97M-V/def2-TZVPD

Each line ends with the natural charge from an NBO analysis.
CARTESIAN COORDINATES (ANGSTROEM)
1 C 0.3186 -2.2595 0.3190  -0.73
2 S -0.6572 -1.4243 -0.8958  0.25
3 C -0.0509 0.3283 -0.6897  -0.68
4 S -0.2254 1.0198 0.9797  0.24
5 C 0.5758 -0.2646 1.9918  -0.70
6 S -0.0931 -1.9682 2.0729  0.22
7 H 1.4185 -2.3078 0.2038  0.22
8 H -0.0803 -3.2819 0.1741  0.25
9 H -0.5469 0.9101 -1.4903  0.24
10 H 1.0347 0.3158 -0.9060  0.21
11 H 0.4985 0.1197 3.0271  0.25
12 H 1.6474 -0.4417 1.7777  0.22
13 O -1.6539 2.9506 -2.2428  -0.93
14 H -1.3735 3.8420 -1.9345  0.48
15 H -0.8121 2.4618 -2.3868  0.46

Values from the calculation:
HOMO: -8.78 eV
SMILES string: C1SCSCS1.O
Relative energy (zero: lowest compared OMol25 entry of this formula, charge and spin): 0.2864 eV
HOMO-LUMO gap: 9.28 eV
2S+1: 1

=====

no.,largest force on an atom (eV/A)
1,2.1
2,6.6
3,5.1
4,5.6
5,2.1